(1)
Computed, not measured: C6H7CuLiO3 as an isolated structure, with ωB97M-V/def2-TZVPD.

## Properties
Orbital gap (alpha / beta) ... 6.286 / 6.284 eV
DFT total energy ... -2106.16027 Eh
HOMO level (alpha / beta) ... -10.690 / -10.689 eV
Total charge ... +1
Spin multiplicity ... 1
LUMO (alpha / beta) ... -4.40 / -4.40 eV

Geometry (Å):
O (0.494, -0.716, 2.473)
C (-0.444, 0.174, 1.694)
C (-0.141, -0.584, 0.429)
O (-0.188, -0.025, -0.671)
H (1.379, -0.361, 2.359)
H (-0.415, 1.188, 2.105)
H (-1.533, 0.040, 1.838)
H (-0.406, -1.664, 0.449)
Cu (-0.943, 1.690, -1.817)
C (1.460, 2.719, 1.581)
C (1.089, 3.411, 0.488)
C (0.594, 3.935, -0.552)
C (-0.014, 4.368, -1.683)
O (-0.436, 3.560, -2.610)
Li (-0.557, 3.812, -4.402)
H (2.104, 1.844, 1.466)
H (1.344, 3.189, 2.561)
H (-0.165, 5.448, -1.829)

=====

(2)
Computed, not measured: a 4-piece molecular cluster, C5H19NO4 overall, with ωB97M-V/def2-TZVPD.

## Properties
Orbital gap ... 9.219 eV
DFT total energy ... -557.55185 Eh
HOMO level ... -8.792 eV
Spin multiplicity ... 1
SMILES string ... C[C@H](CO)N(C)C.O.O.O
LUMO ... 0.43 eV

Geometry (Å):
C (1.415, -0.477, -0.729)
N (-0.045, -0.702, -0.688)
C (-0.365, -1.852, 0.154)
C (-2.298, 0.343, -0.587)
C (-0.781, 0.530, -0.322)
C (-0.190, 1.857, -0.843)
O (0.296, 2.643, 0.265)
H (1.687, 0.133, -1.573)
H (1.883, -1.466, -0.779)
H (1.816, -0.072, 0.199)
H (-0.643, -1.432, 1.135)
H (-1.200, -2.387, -0.328)
H (0.434, -2.577, 0.209)
H (-2.648, 1.259, -1.065)
H (-2.847, 0.174, 0.338)
H (-2.535, -0.518, -1.217)
H (-0.810, 0.579, 0.785)
H (-0.985, 2.478, -1.266)
H (0.637, 1.837, -1.553)
H (0.882, 2.078, 0.747)
H (0.919, -0.589, 2.541)
H (2.399, -0.818, 2.763)
O (1.537, -1.183, 2.971)
H (-2.082, -0.703, 2.907)
H (-0.695, -1.359, 3.182)
O (-1.182, -0.508, 3.136)
H (1.947, -0.029, -3.439)
H (0.505, -0.563, -3.520)
O (1.184, -0.081, -4.043)

=====

(3)
Computed, not measured: a 2-piece molecular cluster, C4H12 overall, with ωB97M-V/def2-TZVPD.

## Properties
Orbital gap (alpha / beta) ... 13.407 / 3.932 eV
⟨S²⟩ ... 0.754
DFT total energy ... -159.11876 Eh
HOMO level (alpha / beta) ... -16.321 / -15.163 eV
Total charge ... +1
Spin multiplicity ... 2
LUMO (alpha / beta) ... -2.91 / -11.23 eV

Geometry (Å):
C (-0.918, 2.690, -0.768)
C (-1.370, 1.228, -0.723)
H (-0.177, 2.976, -1.715)
H (-1.591, 3.568, -0.519)
H (-0.273, 2.888, 0.143)
H (-1.849, 0.885, -1.514)
H (-2.034, 1.096, 0.105)
H (-0.701, 0.531, -0.229)
C (0.786, -1.239, 0.579)
C (1.390, -2.691, 0.653)
H (0.208, -1.149, -0.359)
H (0.061, -1.010, 1.403)
H (1.627, -0.586, 0.649)
H (0.675, -3.497, 0.728)
H (2.159, -2.987, -0.102)
H (2.006, -2.703, 1.670)

=====

For reference, ΔE to the lowest compared entry with this formula, charge and spin by record: 2.386, 2.176, 1.390 eV.
For reference, max |F| by record: 5.2, 2.0, 5.6 eV/Å.